No. 1
Below is C32H37CrN11OS4 as an isolated structure at a distorted geometry, with properties calculated with wB97M-V/def2-TZVPD.

Summary:
HOMO energy (alpha / beta): -15.31 / -15.05 eV
gap between HOMO and LUMO (alpha / beta): 7.6 / 3.6 eV
strongest force on any atom: 2.71 eV/A
charge: +3
multiplicity: 4
E_LUMO (alpha / beta): -7.7 / -11.5 eV

Each line ends with the Mulliken charge.
Cartesian coordinates (Å):
Cr1 0.556222 1.670043 0.686073  -0.05
C1 3.739689 2.136029 -0.673125  -0.75
C2 2.987298 2.885299 -1.777034  -1.15
S1 1.243115 3.298804 -1.397309  0.23
C3 1.417968 5.088712 -0.986239  -1.19
C4 2.070449 5.502034 0.329345  -0.62
S2 0.968088 5.066773 1.702973  -0.07
C5 2.002823 4.568195 3.102194  -0.69
C6 1.308268 3.436197 3.859208  -0.90
S3 1.122397 1.750485 3.127136  0.09
C7 2.795248 1.047177 3.230186  -0.80
C8 3.752362 1.416642 2.087085  -0.88
S4 2.892837 2.462826 0.884510  -0.14
H1 4.760595 2.508187 -0.583620  0.66
H2 3.783470 1.063499 -0.851975  0.42
H3 2.988752 2.311415 -2.702191  0.49
H4 3.465800 3.837900 -1.996217  0.54
H5 0.411889 5.497553 -1.063156  0.43
H6 1.975580 5.489561 -1.834446  0.67
H7 2.202452 6.583977 0.289992  0.60
H8 3.055847 5.058365 0.463943  0.31
H9 2.105819 5.394867 3.806435  0.60
H10 3.005255 4.299619 2.775154  0.28
H11 0.283159 3.716132 4.104852  0.40
H12 1.811774 3.235113 4.806587  0.67
H13 2.626834 -0.026148 3.255597  0.30
H14 3.196580 1.313677 4.207299  0.60
H15 4.132364 0.523090 1.592610  0.42
H16 4.603560 1.987587 2.455438  0.64
C9 -4.340590 -1.015253 -0.272625  -0.82
N1 -3.018002 -0.369687 -0.435006  0.73
C10 -2.145519 -0.042400 0.508430  -0.81
N2 -1.092683 0.559293 -0.045941  0.77
C11 -1.406255 0.557715 -1.380376  -0.82
N3 -2.560649 0.009907 -1.640143  -0.88
C12 -4.542367 -2.124811 -1.271647  0.69
C13 -5.718325 -2.230907 -2.006436  -0.73
C14 -5.898473 -3.292388 -2.890834  -0.80
C15 -4.899346 -4.229548 -3.073671  -0.91
C16 -3.709276 -4.108824 -2.349404  0.00
C17 -3.548064 -3.070861 -1.434895  -0.09
C18 -2.593973 -5.006399 -2.578779  0.83
N4 -2.459517 -5.982975 -3.422828  -0.34
N5 -1.153696 -6.421595 -3.308485  -0.35
C19 -0.595531 -5.679315 -2.403338  0.77
O1 -1.454701 -4.768476 -1.880819  -0.20
C20 0.782308 -5.623511 -1.951776  0.03
C21 1.766466 -6.426330 -2.535559  -0.90
C22 3.084478 -6.271399 -2.149483  -0.82
C23 3.432668 -5.317009 -1.196457  -0.80
C24 2.449125 -4.538795 -0.597810  0.52
C25 2.787087 -3.532091 0.466039  -0.72
N6 2.304925 -2.171298 0.101614  0.65
C26 1.834912 -1.229694 0.909795  -0.82
N7 1.550952 -0.129841 0.205530  1.02
C27 1.857569 -0.508604 -1.074282  -1.05
N8 2.325740 -1.722153 -1.163374  -0.83
C28 1.125882 -4.703760 -0.965868  0.14
H17 -5.101350 -0.241497 -0.364184  0.50
H18 -4.350729 -1.393898 0.750852  0.21
H19 -2.297731 -0.235922 1.557983  0.53
H20 -0.786229 0.979755 -2.154328  0.63
H21 -6.501020 -1.491141 -1.893156  0.45
H22 -6.819844 -3.374615 -3.450025  0.45
H23 -5.018333 -5.040927 -3.778994  0.57
H24 -2.625242 -2.994891 -0.874199  0.65
H25 1.489168 -7.147572 -3.292542  0.57
H26 3.851212 -6.886451 -2.599152  0.44
H27 4.471972 -5.193320 -0.918255  0.44
H28 3.860081 -3.469690 0.640918  0.47
H29 2.291478 -3.761807 1.410566  0.28
H30 1.696958 -1.374894 1.968148  0.56
H31 1.718277 0.114005 -1.943195  0.58
H32 0.352394 -4.101893 -0.504741  0.57
N9 -3.543451 3.521524 3.791529  -0.38
C29 -2.968093 3.505092 2.581625  -0.09
C30 -1.751987 2.821845 2.336757  -1.01
N10 -1.176685 2.839444 1.139377  1.72
C31 -1.820405 3.478185 0.153730  -0.67
C32 -3.019419 4.131120 0.403655  -0.94
N11 -3.587084 4.158710 1.592944  -0.57
H33 -3.152245 3.059412 4.592123  0.19
H34 -4.410316 4.024067 3.902818  0.26
H35 -1.283037 2.258322 3.131821  0.93
H36 -1.415180 3.440419 -0.844843  0.58
H37 -3.534812 4.644026 -0.400124  0.45

Force components x, y, z for each atom (eV/Å):
0.63 0.51 0.22
0.15 0.06 0.19
-0.09 0.08 0.00
-0.06 -0.03 0.02
0.00 -0.14 -0.12
0.00 0.02 -0.01
-0.16 -0.03 -0.11
0.00 -0.14 0.02
0.06 -0.26 0.10
0.01 -0.06 0.10
-0.08 0.17 0.11
0.09 0.14 -0.07
0.10 -0.18 0.04
-0.01 -0.04 -0.10
-0.02 0.00 -0.01
-0.01 -0.01 0.01
0.04 -0.02 -0.01
-0.10 -0.05 0.04
-0.01 0.06 0.05
-0.02 0.00 0.04
-0.05 -0.02 0.02
-0.03 0.03 -0.03
-0.01 -0.02 -0.05
0.02 0.05 -0.02
0.01 0.11 0.01
0.04 0.00 0.06
0.05 0.04 -0.05
-0.02 0.00 -0.05
0.02 -0.11 0.05
0.43 0.36 -0.01
-0.33 -0.20 -0.03
0.52 0.22 0.08
-0.53 -0.42 -0.40
-0.04 -0.05 0.34
-0.25 -0.11 -0.28
0.53 -0.15 0.33
-0.07 -0.19 -0.14
0.01 -0.20 -0.16
-0.48 -0.03 -0.33
0.92 -0.93 -0.30
-0.08 0.60 0.36
-0.78 2.08 1.40
1.81 -1.80 -0.89
-2.36 -0.37 -1.27
1.53 1.27 1.57
-0.04 -0.27 -0.22
-1.06 -0.21 -0.43
0.33 -0.29 -0.23
-0.08 -0.12 -0.14
-0.06 -0.19 -0.13
-0.49 0.15 0.19
-0.07 0.63 -0.03
0.06 -0.39 0.01
-0.12 0.48 -0.10
0.12 -0.76 -0.09
-0.03 0.05 0.30
0.15 -0.30 -0.25
0.28 0.40 0.36
-0.04 -0.06 -0.04
-0.13 -0.01 -0.04
0.02 0.04 0.02
0.03 0.04 0.01
0.00 0.01 0.00
0.00 0.00 -0.01
-0.03 -0.01 -0.01
-0.04 0.04 0.00
0.02 -0.02 -0.01
-0.01 0.00 -0.01
0.00 0.01 0.00
0.00 -0.07 -0.04
0.09 -0.11 -0.01
-0.02 0.03 0.00
0.03 0.06 0.02
0.05 0.00 0.00
-0.21 -0.01 0.24
0.21 -0.02 -0.29
-0.19 0.23 -0.13
-0.36 0.30 0.21
-0.16 0.13 0.14
0.15 -0.04 -0.16
-0.07 -0.03 0.20
0.03 0.03 -0.03
0.05 0.00 0.00
0.01 0.02 -0.01
0.15 0.05 -0.03
-0.01 0.02 0.01



No. 2
Below is C32H37N4P2ReSSe as an isolated structure, with properties calculated with wB97M-V/def2-TZVPD.

Summary:
HOMO energy (alpha / beta): -16.08 / -16.30 eV
gap between HOMO and LUMO (alpha / beta): 6.5 / 6.4 eV
strongest force on any atom: 0.37 eV/A
charge: +3
multiplicity: 2
E_LUMO (alpha / beta): -9.5 / -9.9 eV

Each line ends with the Mulliken charge.
Cartesian coordinates (Å):
Re1 1.033906 0.884098 0.556493  0.94
C1 1.760563 -1.154900 3.196385  -0.73
C2 1.685662 -2.508559 2.463065  0.28
N1 0.395064 -3.193388 2.671684  0.40
C3 0.063513 -4.085636 3.532483  0.46
C4 0.915157 -4.633171 4.594421  -1.27
S1 0.087099 2.047859 2.177738  -0.14
C5 1.166433 1.767547 3.635797  -0.86
C6 2.481230 1.153401 3.208021  -0.52
N2 2.238587 -0.033982 2.332507  -0.60
H1 0.786861 -0.887071 3.601774  0.47
H2 2.441325 -1.248654 4.045576  0.39
H3 1.763232 -2.347688 1.388623  -1.17
H4 2.489201 -3.175690 2.762325  0.65
H5 -0.313250 -2.926875 1.984331  -0.12
H6 0.374159 -4.564016 5.541418  0.39
H7 -0.957169 -4.447307 3.444366  0.49
H8 1.888248 -4.161406 4.681800  0.29
H9 1.020710 -5.708180 4.411856  0.38
H10 1.335228 2.744310 4.086891  0.55
H11 0.626590 1.166975 4.367864  0.40
H12 3.057748 1.874493 2.627162  0.32
H13 3.075060 0.870958 4.080634  0.51
H14 3.145062 -0.303423 1.951941  0.33
C7 -2.442307 0.101190 -2.218226  -1.03
N3 -1.324363 0.365737 -1.301072  0.49
P1 -0.631869 1.886249 -0.930814  1.56
C8 -0.209077 2.745990 -2.438119  0.83
C9 -1.237102 3.376692 -3.151700  -0.73
C10 -0.955092 3.986928 -4.362257  -0.74
C11 0.342116 3.980301 -4.859150  -0.61
C12 1.362629 3.355789 -4.155727  -0.82
C13 1.089573 2.733397 -2.948072  -0.09
C14 -1.910391 2.859647 -0.128492  0.71
C15 -3.031876 2.259374 0.440038  -0.50
C16 -3.965873 3.034207 1.111069  -0.82
C17 -3.772427 4.403296 1.230619  -0.56
C18 -2.647109 5.003327 0.677423  -0.77
C19 -1.716368 4.236883 -0.003699  -0.74
P2 -0.218673 -0.727595 -0.687831  0.16
C20 0.979563 -1.223107 -1.928561  0.96
C21 2.024120 -2.099787 -1.614130  -0.03
C22 2.980562 -2.405336 -2.564787  -0.91
C23 2.902190 -1.837322 -3.832557  -0.69
C24 1.868526 -0.966173 -4.149786  -0.94
C25 0.910826 -0.648296 -3.199559  -0.75
C26 -1.147327 -2.133119 -0.077431  0.28
C27 -2.096450 -1.900940 0.928097  -0.29
C28 -2.871123 -2.948386 1.402876  -0.64
C29 -2.697665 -4.230568 0.881390  -0.78
C30 -1.758066 -4.462762 -0.115224  -0.69
C31 -0.986959 -3.415301 -0.606514  -0.37
H15 -2.151253 0.219713 -3.262185  0.29
H16 -3.258098 0.789261 -2.003842  0.44
H17 -2.797485 -0.917656 -2.064601  0.36
H18 -2.246432 3.403214 -2.761018  0.48
H19 -1.747390 4.476294 -4.912142  0.46
H20 0.557187 4.468873 -5.800224  0.45
H21 2.370087 3.359904 -4.549478  0.50
H22 1.882879 2.236887 -2.407606  0.05
H23 -3.191762 1.191335 0.347315  0.18
H24 -4.847188 2.570497 1.532900  0.48
H25 -4.504771 5.006267 1.750237  0.44
H26 -2.503715 6.071313 0.768486  0.48
H27 -0.847860 4.711049 -0.446038  0.50
H28 2.074432 -2.571644 -0.639082  0.18
H29 3.786152 -3.087586 -2.329547  0.48
H30 3.645871 -2.082573 -4.578765  0.46
H31 1.803432 -0.536995 -5.140451  0.51
H32 0.117633 0.045093 -3.443104  0.35
H33 -2.229951 -0.898936 1.323810  0.33
H34 -3.624044 -2.766790 2.159112  0.49
H35 -3.315531 -5.045127 1.237174  0.49
H36 -1.647878 -5.455659 -0.530689  0.51
H37 -0.284129 -3.598847 -1.408964  0.53
Se1 5.195472 2.614946 -0.890469  0.16
C32 3.720699 1.917201 -0.483732  0.67
N4 2.643401 1.419978 -0.210031  -0.63

Force components x, y, z for each atom (eV/Å):
-0.15 -0.13 0.12
0.05 -0.14 -0.21
-0.07 0.07 0.18
-0.02 0.12 -0.34
0.21 0.09 0.14
-0.08 -0.03 -0.07
0.01 0.05 0.07
-0.01 -0.10 -0.04
0.00 0.11 -0.04
-0.09 -0.08 0.09
-0.09 0.02 -0.13
-0.01 0.02 0.02
-0.03 -0.02 0.00
0.02 0.00 0.01
-0.15 -0.04 0.12
0.00 0.04 0.03
0.00 -0.01 -0.02
0.04 -0.04 0.00
0.08 -0.01 0.01
-0.01 0.02 -0.03
-0.01 0.01 -0.01
-0.01 -0.01 0.01
0.00 -0.02 0.00
-0.01 -0.02 -0.01
-0.02 -0.02 -0.02
0.02 -0.02 -0.05
0.04 -0.02 0.24
-0.04 0.00 -0.05
0.09 0.00 0.00
-0.05 -0.01 0.02
-0.03 0.02 -0.04
0.02 -0.03 0.02
0.00 0.01 -0.02
0.04 -0.04 -0.06
-0.02 -0.05 0.01
0.02 -0.04 -0.01
0.02 0.02 -0.01
-0.04 0.01 0.02
0.03 0.00 -0.03
0.04 0.30 0.07
-0.08 -0.02 0.06
-0.02 -0.07 0.00
0.04 0.00 0.00
-0.04 0.02 -0.02
0.00 -0.01 0.00
0.00 -0.01 0.06
-0.03 -0.19 -0.05
0.07 0.02 0.00
-0.01 -0.03 0.00
0.02 0.03 -0.01
-0.05 -0.02 0.02
-0.01 0.01 0.03
0.05 0.01 0.02
-0.01 -0.01 0.02
-0.02 0.01 0.00
-0.01 0.01 0.02
0.01 0.00 -0.01
0.01 0.00 0.00
0.01 0.00 0.02
0.01 0.01 0.00
0.01 0.00 0.00
-0.01 0.01 0.00
0.00 0.01 0.00
0.01 0.00 0.00
-0.01 0.02 0.00
0.03 0.01 -0.03
-0.01 -0.01 0.01
0.01 0.00 0.00
0.01 0.01 0.00
0.01 -0.01 -0.05
-0.03 0.00 0.02
0.00 0.00 0.00
-0.01 0.00 0.01
0.02 0.01 -0.01
0.02 0.02 0.00
0.10 0.02 -0.04
-0.17 -0.01 0.04
0.29 0.10 -0.11



No. 3
Below is C32H37N4P2ReSSe as an isolated structure, with properties calculated with wB97M-V/def2-TZVPD.

Summary:
HOMO energy (alpha / beta): -16.77 / -16.75 eV
gap between HOMO and LUMO (alpha / beta): 8.3 / 6.2 eV
strongest force on any atom: 0.52 eV/A
charge: +3
multiplicity: 4
E_LUMO (alpha / beta): -8.5 / -10.6 eV

Each line ends with the Mulliken charge.
Cartesian coordinates (Å):
Re1 0.154765 -0.027349 0.014235  0.68
C1 0.423018 2.674018 1.594441  -0.79
C2 -0.103667 1.606684 2.518726  -0.51
N1 0.523199 0.292322 2.174739  -0.18
C3 1.938942 0.171626 2.647864  -0.58
C4 3.027396 0.584588 1.653802  -0.92
S1 2.590642 0.473799 -0.125272  0.04
C5 2.559182 2.226585 -0.656321  -0.65
C6 1.157124 2.827719 -0.782231  -0.79
N2 0.191440 2.244697 0.185034  -0.46
H1 1.492774 2.817978 1.740089  0.31
H2 -0.059071 3.629077 1.798136  0.52
H3 -1.182342 1.494459 2.395682  0.16
H4 0.083489 1.860402 3.562790  0.59
H5 -0.009788 -0.396643 2.707964  -0.15
H6 2.088168 -0.863817 2.920213  0.47
H7 2.061691 0.755885 3.559451  0.44
H8 3.887116 -0.071185 1.774663  0.57
H9 3.378355 1.601527 1.816282  0.55
H10 3.054259 2.244025 -1.625554  0.50
H11 3.198579 2.766748 0.039601  0.47
H12 0.764998 2.656291 -1.780307  0.30
H13 1.226585 3.905323 -0.634535  0.49
H14 -0.734177 2.562159 -0.096897  0.34
C7 -1.654034 -4.158963 0.569087  -1.03
N3 -1.060932 -2.816267 0.416687  0.66
P1 -1.896608 -1.355843 0.616715  0.90
C8 -3.451493 -1.431730 -0.252814  0.78
C9 -3.568383 -0.890120 -1.535740  -0.32
C10 -4.752834 -1.045209 -2.236647  -0.69
C11 -5.809963 -1.740168 -1.661450  -0.60
C12 -5.693167 -2.279496 -0.383882  -0.75
C13 -4.518019 -2.122008 0.333159  -0.56
C14 -2.276214 -1.214051 2.371442  0.73
C15 -1.577507 -1.971131 3.318455  -0.75
C16 -1.854001 -1.808190 4.670749  -0.68
C17 -2.819231 -0.893500 5.075558  -0.75
C18 -3.514008 -0.139623 4.134613  -0.75
C19 -3.247236 -0.296826 2.782880  -0.96
P2 0.404010 -2.499574 -0.347519  1.70
C20 1.646081 -3.594177 0.323822  0.59
C21 2.109061 -3.403316 1.627585  -0.13
C22 3.029164 -4.276161 2.178549  -0.92
C23 3.491221 -5.350524 1.425434  -0.67
C24 3.020023 -5.558816 0.137133  -0.79
C25 2.100397 -4.683163 -0.423561  -0.63
C26 0.303302 -2.879358 -2.094135  0.48
C27 1.456275 -2.681806 -2.863771  -0.61
C28 1.427236 -2.947989 -4.222465  -0.83
C29 0.251847 -3.408195 -4.811727  -0.66
C30 -0.892873 -3.586390 -4.049848  -0.80
C31 -0.875394 -3.314378 -2.686313  -0.44
H15 -2.001584 -4.308075 1.590072  0.36
H16 -0.893851 -4.906955 0.352016  0.40
H17 -2.491864 -4.300770 -0.113316  0.43
H18 -2.736863 -0.353508 -1.978331  -0.01
H19 -4.857898 -0.620930 -3.227729  0.48
H20 -6.737354 -1.856508 -2.208919  0.45
H21 -6.522520 -2.817090 0.057767  0.46
H22 -4.439865 -2.526533 1.335579  0.49
H23 -0.842234 -2.704003 2.995982  0.29
H24 -1.336003 -2.410631 5.406689  0.53
H25 -3.046160 -0.779105 6.127540  0.47
H26 -4.276351 0.557972 4.459595  0.50
H27 -3.813053 0.266984 2.047701  0.55
H28 1.706128 -2.597675 2.224389  0.07
H29 3.383030 -4.132361 3.191512  0.49
H30 4.214703 -6.035025 1.851538  0.44
H31 3.366320 -6.409318 -0.436113  0.47
H32 1.740659 -4.855240 -1.428416  0.43
H33 2.380731 -2.352509 -2.395293  0.47
H34 2.319464 -2.814146 -4.820707  0.48
H35 0.232714 -3.630095 -5.870982  0.45
H36 -1.801791 -3.951241 -4.512884  0.49
H37 -1.775531 -3.458794 -2.097618  0.22
Se1 -0.859426 0.963849 -4.578068  0.18
C32 -0.504446 0.502355 -2.979273  0.36
N4 -0.257087 0.194033 -1.833857  0.12

Force components x, y, z for each atom (eV/Å):
0.08 0.19 0.05
0.05 0.02 -0.04
-0.01 0.01 -0.05
0.10 0.02 0.01
-0.01 0.07 -0.10
-0.01 0.03 -0.06
-0.21 -0.14 0.01
-0.09 -0.01 -0.01
0.12 -0.02 0.02
-0.07 -0.37 0.07
0.01 0.02 -0.03
-0.01 0.05 -0.05
-0.04 -0.03 0.02
0.03 -0.02 0.02
-0.03 -0.08 0.02
0.01 -0.13 0.02
-0.01 0.03 0.07
0.05 0.00 0.03
-0.01 0.00 0.00
0.02 0.04 0.00
0.00 0.00 0.01
-0.04 -0.04 -0.03
-0.03 0.09 0.00
-0.05 0.05 0.00
-0.07 0.00 0.01
-0.12 -0.07 -0.03
0.28 -0.28 0.16
0.19 0.25 -0.05
0.03 -0.03 0.01
-0.01 0.03 -0.04
-0.03 -0.02 0.03
-0.01 0.00 0.01
-0.08 0.01 -0.08
-0.03 -0.02 -0.05
0.03 0.03 -0.02
0.02 -0.02 -0.02
-0.03 0.02 -0.03
-0.01 0.02 0.07
0.00 -0.02 0.00
-0.21 0.06 -0.11
0.06 0.14 0.02
-0.03 -0.14 0.01
-0.01 0.06 0.04
0.03 -0.06 -0.01
0.01 -0.03 -0.02
0.06 -0.02 0.06
0.20 0.20 0.02
-0.04 -0.02 -0.03
-0.01 0.01 0.04
0.02 0.03 -0.01
-0.08 -0.03 0.00
-0.11 -0.02 0.00
0.01 0.03 0.03
0.03 -0.01 0.00
0.00 0.02 0.00
-0.10 -0.05 0.01
0.00 -0.02 0.05
0.04 0.00 0.02
0.02 0.02 -0.02
0.00 0.00 -0.03
-0.05 0.02 0.04
-0.01 0.02 -0.03
0.01 0.00 -0.01
0.03 -0.03 -0.03
0.00 -0.01 0.05
-0.02 0.06 0.06
-0.01 -0.01 -0.03
-0.04 0.03 -0.02
0.00 0.04 0.02
0.02 -0.01 0.02
-0.05 -0.01 -0.06
-0.03 0.00 0.02
0.01 0.00 0.02
0.05 0.02 0.02
0.06 0.03 -0.06
0.04 -0.09 0.15
0.12 -0.13 0.33
-0.04 0.16 -0.49